Computed, not measured: a molecular structure, C7H15NO at a distorted geometry, with ωB97M-V/def2-TZVPD.

The geometry in XYZ format:
```
24
Properties=species:S:1:pos:R:3:forces:R:3
H 1.6011 -1.7262 1.6441 0.01 -0.03 -0.05
H -1.6897 -1.8361 0.9447 0.01 0.08 -0.07
O -1.8987 -0.8981 0.8665 -0.08 0.19 -0.43
H 0.4841 2.0559 -1.2003 -0.15 -0.06 -0.03
H 1.6373 -2.7627 -0.6060 0.04 0.00 0.02
C 1.9056 -1.7458 -0.9147 -0.14 -0.17 0.01
H 2.9670 -1.6196 -0.6814 -0.04 0.02 0.01
H -1.4778 1.4072 -0.7765 1.52 0.61 0.17
H 1.7758 -1.6757 -1.9937 0.00 0.04 0.03
H -0.3212 3.0152 0.8902 0.02 -0.04 -0.02
H -2.8148 0.5339 -1.8723 0.32 0.18 -0.05
C 1.0727 -0.7424 -0.1705 -0.75 -0.03 -0.50
C 0.1122 -0.0173 -0.8356 2.33 0.37 0.38
N -1.8492 -0.6892 -0.5636 -1.38 0.67 0.08
C -0.0254 1.4161 -0.4790 -2.10 -0.15 -0.22
C 1.2903 -0.7329 1.3132 0.14 0.18 0.00
H 1.0095 1.9689 1.3556 -0.06 -0.04 0.01
H 0.3945 -0.4581 1.8599 -0.01 0.06 -0.01
H -3.2244 0.8276 -0.1207 0.31 0.22 0.16
C -2.4822 0.4826 -0.8383 0.03 -2.01 0.37
C 0.0050 1.9734 0.9192 0.06 0.02 0.05
H -0.6745 1.4313 1.5749 0.06 0.00 0.05
H 2.0978 -0.0482 1.5966 -0.03 -0.01 0.02
H 0.1049 -0.1597 -1.9121 -0.12 -0.12 0.02
```
Positions in Å, forces in eV/Å.

The energy relative to the best compared isomer or geometry (same formula, charge and spin) is 149.4 kcal per mole. For the HOMO energy (alpha / beta), the calculation gives -7.65 / -7.65 eV. The calculation puts the HOMO-LUMO gap (alpha / beta) at 7.90 / 7.91 eV. As for the maximum force: 2.39 eV Å⁻¹. Its multiplicity is 1. As for the net charge: 0.

---

Computed, not measured: a molecular structure, C23H67O11Zr at a distorted geometry, with ωB97M-V/def2-TZVPD.

The geometry in XYZ format:
```
102
Properties=species:S:1:pos:R:3:forces:R:3
O -0.0265 -4.3483 1.0730 -0.62 -0.16 1.82
H -1.1911 0.8386 1.5836 0.06 0.02 -0.32
C -1.6684 3.6103 4.1099 -0.95 0.91 0.25
H 0.1575 1.0938 2.6780 -0.02 -0.39 0.09
H -6.5624 4.6103 1.9000 0.14 0.15 -0.05
H 6.5735 -0.2864 1.4877 0.23 0.02 0.12
C -1.6257 -2.0798 -5.4359 0.81 -0.25 -0.08
O -3.0262 1.9488 -0.9934 0.05 -0.03 0.16
O -0.0368 -1.6947 2.1944 -2.75 -4.55 2.45
O 0.5270 3.2983 -4.4372 -0.30 -0.19 -0.21
H 0.2107 -5.1450 -3.1382 0.15 0.18 0.23
H 0.7776 0.2404 -3.1006 0.04 0.01 -0.11
H -1.7202 -6.7528 -2.9056 0.26 0.04 -0.15
H -4.5488 4.4826 0.5354 0.09 -0.10 -0.03
H 0.2813 -0.0954 -0.7504 -0.14 0.20 0.32
C 4.5240 1.1316 -2.4723 1.04 0.85 0.26
C 3.5108 1.6584 -1.4844 -1.27 -0.12 -0.49
H -1.6615 5.0929 5.6906 -0.06 -0.01 0.09
H -3.1876 4.0449 -3.0999 -0.01 -0.02 -0.09
H -4.5455 1.4308 -2.3121 -0.05 0.10 0.05
O -3.6897 2.9419 1.6048 -0.06 -0.47 -0.21
H -4.9281 3.6184 -3.1679 0.15 -0.16 -0.32
H -1.2899 3.4048 6.2305 -0.50 0.14 0.06
H 3.4059 1.0485 6.6785 0.03 0.07 0.06
H -0.1065 4.2459 5.3430 -0.09 0.52 0.09
H 2.7311 -4.6108 1.1647 0.08 -0.40 0.34
H -0.1857 -4.1998 0.0623 -0.24 0.57 -0.76
O -3.0278 3.3202 4.1926 -0.17 -0.51 -0.14
O 5.7126 1.9018 -2.2615 -0.04 -0.19 0.01
H -3.4247 3.2031 3.2923 0.38 -0.10 0.04
O -0.3810 -1.4283 -5.7190 -0.22 0.23 -0.10
H 3.5567 -2.0839 0.8732 -0.27 0.21 -0.04
H 2.6846 0.8648 4.5874 -0.10 -0.03 -0.04
H 2.7757 -6.2344 0.4175 -0.18 -0.19 -0.01
C 0.2610 1.1952 -3.2642 -0.02 -0.81 0.01
H -0.3867 3.3052 -4.7465 0.06 0.19 -0.06
O 6.4009 -0.8972 2.2156 -0.53 0.12 -0.07
H -0.7631 0.9207 -3.5194 -0.07 0.23 0.01
H -0.5417 -1.5975 -0.4528 -0.38 0.14 0.71
C -1.4323 -6.0838 -2.0964 -0.47 0.26 0.13
H 6.0778 -2.5695 1.1022 -0.31 0.15 -0.30
C -3.6653 2.0754 -2.2832 0.17 0.11 -0.83
C -4.8569 3.5849 1.0876 -0.40 0.89 0.35
H 2.5549 1.1279 -1.6044 0.18 -0.27 0.13
H 2.0109 -4.7819 -0.3514 0.21 -0.60 -0.32
C 0.4497 -0.6387 1.3528 0.28 1.68 -0.14
H 2.0171 2.0177 -4.1494 0.05 -0.08 -0.15
H 5.2750 -2.5350 2.5896 -0.42 0.46 0.21
H -2.9658 1.7473 -3.0606 -0.05 -0.36 0.18
H -5.1630 4.5805 2.9858 -0.08 -0.02 0.10
H 3.2351 2.6840 -1.7337 0.39 0.14 0.15
C 2.1752 -5.3464 0.5744 -0.45 1.81 -0.04
Zr -0.7907 -3.4369 2.8649 3.31 4.37 -4.04
C 0.7932 -5.5898 1.1540 0.84 -0.92 -0.20
H 3.9596 -0.3912 1.4828 -0.34 -0.26 0.29
C 0.9548 1.9502 -4.3869 0.37 0.38 0.66
C 0.8320 0.5778 5.7225 -0.59 0.10 -0.83
H -0.1321 -1.6459 -6.6238 0.07 0.08 0.01
C -0.1058 0.7537 1.6721 -0.40 -0.10 0.87
H 0.8592 -5.9354 2.1947 -0.31 0.23 0.06
H -1.0639 2.7411 3.7663 -0.15 -0.07 0.01
H -2.4267 -0.5126 -4.1949 0.09 0.06 0.12
C 5.4999 -1.8807 1.7431 1.18 -0.64 0.09
H -2.3766 -5.7618 -1.6517 0.10 -0.15 0.27
H 0.2741 1.7363 -2.3169 0.00 0.28 -0.14
H 0.2762 -6.3454 0.5655 -0.25 0.03 0.19
H 1.2042 -1.4979 -0.4388 -0.13 -0.16 0.01
H -1.2101 -1.6077 -3.4482 -0.08 0.34 0.10
H 3.8161 1.5947 -0.4428 0.27 0.01 -0.04
H 0.8485 1.4324 -5.3426 -0.12 0.00 -0.02
C 2.0635 1.4032 5.3141 -0.50 -0.52 0.18
C -0.6973 -4.8793 -2.5973 -0.25 0.79 -0.17
O 2.8301 1.7794 6.4285 -0.17 0.23 -0.25
H -6.1944 3.1260 2.7065 0.23 0.02 0.27
H -1.3762 -3.1441 -5.3551 -0.53 -0.13 -0.05
C 0.2918 -0.9808 -0.1133 1.24 -0.51 -0.97
H -3.0170 1.0105 -0.7810 0.03 -0.03 -0.16
H -4.2048 4.0362 -1.6637 0.09 0.08 -0.11
H -0.2089 -3.0915 -1.8233 0.11 -0.05 -0.06
H -1.5842 4.3570 3.2940 0.43 -0.10 0.01
H -1.3111 -4.2198 -3.2123 -0.10 -0.57 -0.41
C -2.0866 -1.5415 -4.1057 0.07 -0.36 0.20
C -5.7287 4.0039 2.2540 -0.29 -0.28 -0.36
H 6.1058 2.1307 -3.1105 0.09 -0.03 0.07
H -0.8257 -6.6543 -1.3932 -0.07 -0.07 0.04
H 1.4970 -0.4978 1.6456 0.10 -0.71 -0.34
H -5.4353 2.9692 0.3941 0.30 -0.30 0.03
O -0.3994 -3.9649 -1.4655 0.34 -0.62 0.72
C 4.3110 -1.3050 0.9996 0.63 0.12 -0.23
H 1.0565 -0.4035 6.1387 0.08 0.13 0.29
H -2.8752 -2.1398 -3.6456 -0.15 -0.01 -0.23
H 1.6424 2.2798 4.8163 0.52 0.31 0.18
H -3.2431 2.4877 0.8684 -0.14 0.38 -0.10
C -1.1940 4.1479 5.4363 1.25 -0.83 -0.43
H 0.1614 1.1643 6.3506 0.39 -0.14 0.55
H 0.1890 0.4300 4.8372 0.32 -0.22 -0.14
H 4.2313 1.2858 -3.5112 -0.41 -0.34 0.06
H 4.7801 0.0794 -2.2952 -0.23 -0.07 -0.12
H -2.3429 -1.9223 -6.2411 -0.11 -0.03 0.06
H 0.4185 1.4681 1.0371 -0.25 -0.14 -0.35
C -4.0012 3.5212 -2.6078 -0.29 0.14 1.13
H 4.6582 -0.9768 0.0148 -0.21 -0.15 -0.09
```
Positions in Å, forces in eV/Å.

The energy relative to the best compared isomer or geometry (same formula, charge and spin) is 68.1 kcal per mole. For the HOMO energy, the calculation gives -15.82 eV. The calculation puts the HOMO-LUMO gap at 1.54 eV. As for the maximum force: 6.81 eV Å⁻¹. Its multiplicity is 1. As for the net charge: +3.

---

Computed, not measured: a single C22H31N3O4 molecule, with ωB97M-V/def2-TZVPD.

The geometry in XYZ format:
```
60
Properties=species:S:1:pos:R:3:forces:R:3
H 2.0247 2.3335 -0.0878 0.00 0.00 0.00
C -4.5366 2.6183 0.4363 0.00 0.01 0.00
H -1.3615 -5.2407 0.8236 0.00 0.00 0.00
H -0.0267 4.3927 0.8973 0.00 0.00 0.00
H -0.2517 -0.7631 -0.2332 0.00 -0.01 0.00
C 3.6318 0.0259 -0.7558 0.00 0.00 0.00
O -1.9009 3.0990 2.0903 -0.01 0.02 0.00
C 3.6261 0.6404 -2.1726 -0.01 0.01 0.00
H 0.1366 -6.5781 -0.6360 0.00 0.00 0.00
C 1.6844 -0.8600 0.7185 0.08 0.41 0.05
C -1.6415 2.3609 1.1783 0.02 -0.03 0.02
H 3.1315 -2.1868 1.5866 0.00 0.00 0.00
H 2.6562 -1.8726 -0.8912 0.00 0.00 0.00
N -3.3075 1.7151 -1.4939 0.01 0.01 -0.01
H 3.2618 -3.9922 -0.0359 0.00 0.00 0.00
C 0.4942 -5.6692 -0.1646 -0.01 -0.01 0.00
C 2.2194 -4.2283 0.1616 0.00 0.00 0.00
H 3.3419 1.6941 -2.1191 0.01 0.00 0.00
H -3.2428 1.4873 -2.4759 0.00 0.00 0.00
C -4.5630 2.3157 -1.0494 -0.01 0.00 0.00
H 3.6344 0.8019 0.0121 -0.01 0.00 0.00
H -5.3856 1.6268 -1.2714 0.00 0.00 0.00
O -1.7206 0.1471 -1.2732 0.01 0.00 0.01
H -2.3657 -0.0700 2.5161 0.00 0.00 0.00
H -2.3346 -0.9693 0.9861 -0.01 0.00 0.00
H 4.5246 -0.5778 -0.5853 0.00 0.00 0.00
C 0.4390 3.4074 0.8798 0.01 0.01 0.00
O 0.0700 0.1769 2.7312 -0.01 -0.01 0.01
C 1.4682 -3.3849 0.9757 0.00 0.01 0.01
C 2.5462 -0.1337 -2.9368 0.01 -0.02 0.00
C 2.3554 -0.8444 -0.6670 -0.10 -0.40 -0.06
C 2.0415 -2.1164 1.5387 0.00 0.00 0.00
H -3.9559 1.6537 2.2801 0.00 0.00 0.00
H 2.0610 -0.0113 1.2980 0.00 0.00 0.00
H -4.7338 3.2264 -1.6241 0.00 0.00 0.00
H 2.9524 -1.0787 -3.3095 0.00 0.00 0.00
O -0.5381 2.4405 0.4365 0.00 0.00 -0.01
H 2.3715 4.0413 0.2149 0.00 0.00 0.00
C 1.4980 -0.4144 -1.8640 0.06 0.23 0.04
H 0.7293 3.1469 1.8981 0.00 0.00 0.00
H 0.7687 -1.1708 -2.1587 0.00 0.00 0.00
C -0.3439 -4.9188 0.6466 0.00 0.00 0.00
N 1.7603 -5.3415 -0.4034 0.01 0.00 0.00
H -0.4669 -3.1612 1.8779 0.00 0.00 0.00
N 0.2437 -0.6764 0.6434 -0.04 -0.22 -0.02
H -3.9412 3.5110 0.6323 0.01 0.00 0.00
C 1.5961 3.3352 -0.0831 0.00 0.00 0.00
C -1.9664 -0.0815 1.5028 0.01 0.01 0.00
H 1.6790 -1.9620 2.5564 0.00 0.00 0.00
H 0.9454 0.5034 -1.6381 -0.01 0.00 0.00
H -4.5517 0.5428 1.0433 0.00 0.00 0.00
H -5.5527 2.8333 0.7688 0.00 0.00 0.00
H 4.6022 0.5968 -2.6553 0.00 0.00 0.00
C -0.4499 -0.1688 1.6780 0.00 0.03 -0.01
C 0.1534 -3.7638 1.2251 0.00 0.00 0.00
H 2.1520 0.4161 -3.7917 0.00 0.00 0.00
C -3.9547 1.4455 1.2112 -0.01 -0.01 0.01
C -2.5131 1.1677 0.7720 -0.01 -0.01 -0.01
H 1.2757 3.5792 -1.0964 0.00 0.00 0.00
C -2.4697 0.9538 -0.7445 0.00 -0.01 0.00
```
Positions in Å, forces in eV/Å.

The energy relative to the best compared isomer or geometry (same formula, charge and spin) is 13.4 kcal per mole. For the HOMO energy, the calculation gives -9.12 eV. The calculation puts the HOMO-LUMO gap at 9.67 eV. As for the maximum force: 0.42 eV Å⁻¹. Its multiplicity is 1. As for the net charge: 0. As for the SMILES: CCOC(=O)[C@@]1(CC(=O)N[C@@H](Cc2cccnc2)C2CCCC2)CCCNC1=O.

---

Computed, not measured: 3 unconnected molecules or ions with the total composition C6H12O12S3 at a distorted geometry, with ωB97M-V/def2-TZVPD.

The geometry in XYZ format:
```
33
Properties=species:S:1:pos:R:3:forces:R:3
C 1.7661 2.1800 3.3679 -1.13 0.84 -0.21
C 2.3571 -2.1178 -1.9582 -0.08 0.43 1.80
O 2.6143 2.1284 2.2213 -0.36 -0.39 -0.53
S 2.0104 1.0675 1.1559 2.30 -0.87 -0.71
H 0.7656 -3.4345 -1.2581 -0.37 0.03 -0.21
H -1.5028 -0.5827 0.0227 -0.33 -0.05 0.20
H 2.9158 -3.0494 -1.9510 0.10 0.08 -0.59
H -1.7923 1.7000 0.5409 -0.03 0.15 -0.03
H 2.8583 -1.3953 -1.3083 0.05 -0.16 0.00
C 0.9054 -2.3687 -1.4235 0.98 -0.08 -0.25
O 3.1002 0.2387 0.7253 -0.58 0.29 0.55
H -1.5037 -0.0571 -1.6485 -0.02 0.18 0.03
O 0.8915 0.4542 -2.7884 -0.33 -0.23 0.14
C 1.2629 0.7628 3.5240 0.90 0.10 1.63
O 1.2754 1.6724 0.0939 -0.78 0.07 1.39
O -3.7770 1.2766 0.2427 -0.55 -0.28 0.13
O -4.6232 -0.8711 1.0706 -0.07 -0.14 -0.08
H 2.2652 2.5739 4.2497 0.54 -0.33 -0.19
O 0.3436 -0.9501 -4.7563 0.46 -0.06 1.16
O 1.1506 0.2069 2.2266 -0.55 0.85 -0.92
S -4.5103 -0.1111 -0.1242 0.08 0.92 -0.27
H 0.9587 2.8983 3.1720 -0.04 -0.23 -0.15
O 2.2571 -1.5430 -3.2392 -0.64 0.11 -1.14
O -3.3094 -0.6858 -1.0252 -1.00 -0.04 0.10
O -5.6678 0.1727 -0.9191 1.09 -0.48 0.44
O 0.0580 -1.9274 -2.4700 -0.27 1.04 -0.79
C -2.0815 -0.0424 -0.7289 0.57 0.74 -0.33
H -2.4645 2.1406 -1.0596 0.14 -0.14 -0.13
S 0.8268 -0.8199 -3.4184 0.19 -1.39 0.00
H 2.0257 0.2136 4.0865 -0.07 -0.25 -0.26
H 0.7162 -1.8490 -0.4839 -0.04 0.22 -0.15
H 0.3586 0.7243 4.1289 -0.35 -0.15 -0.59
C -2.4509 1.3946 -0.2683 0.18 -0.78 -0.05
```
Positions in Å, forces in eV/Å.

The energy relative to the best compared isomer or geometry (same formula, charge and spin) is 19.3 kcal per mole. For the HOMO energy, the calculation gives -11.06 eV. The calculation puts the HOMO-LUMO gap at 11.14 eV. As for the maximum force: 2.56 eV Å⁻¹. Its multiplicity is 1. As for the net charge: 0. As for the SMILES: O=S1(=O)OCCO1.O=S1(=O)OCCO1.O=S1(=O)OCCO1.

---

Computed, not measured: a single C5H8N2S molecule at a distorted geometry, with ωB97M-V/def2-TZVPD.

The geometry in XYZ format:
```
16
Properties=species:S:1:pos:R:3:forces:R:3
N -1.1970 0.5732 0.8352 -0.06 0.67 4.19
H 1.5979 1.0012 1.2186 -0.22 -0.84 -1.33
H 2.6066 -1.3068 0.5861 0.96 -0.62 -0.31
S 2.2306 0.8869 -1.1114 1.45 0.94 -0.13
C -0.1677 0.4374 -0.0436 1.53 0.34 2.27
H -2.6748 0.2267 -2.0066 0.81 0.03 0.44
C -2.3689 0.5399 0.1524 0.45 -0.52 -1.18
H 1.1945 -1.6401 1.5540 -0.13 0.90 -1.49
H 1.0606 -1.6300 -0.3730 0.91 -0.02 1.68
C 1.5505 -1.1850 0.5654 -0.81 0.06 -0.11
H 1.9433 -0.0984 -1.9581 -0.32 -0.24 0.09
C -1.9857 0.3269 -1.1532 -0.99 -0.05 0.09
H -3.2775 0.5954 0.7114 -0.48 0.10 -0.26
H -1.2507 0.6782 1.9264 0.90 -0.24 -3.17
C 1.3413 0.3421 0.3219 -2.47 -0.57 1.10
N -0.6031 0.2522 -1.2254 -1.52 0.05 -1.87
```
Positions in Å, forces in eV/Å.

The energy relative to the best compared isomer or geometry (same formula, charge and spin) is 23.7 kcal per mole. For the HOMO energy, the calculation gives -8.58 eV. The calculation puts the HOMO-LUMO gap at 9.28 eV. As for the maximum force: 4.24 eV Å⁻¹. Its multiplicity is 1. As for the net charge: 0. As for the SMILES: C[C@@H](S)c1ncc[nH]1.

---

Computed, not measured: 2 unconnected molecules or ions with the total composition BH4NO at a distorted geometry, with ωB97M-V/def2-TZVPD.

The geometry in XYZ format:
```
7
Properties=species:S:1:pos:R:3:forces:R:3
H -1.8545 0.4724 0.1202 1.32 0.12 -0.56
H -0.0503 -2.3218 -0.2578 0.21 2.94 0.22
H 1.7440 -0.6574 0.4024 1.37 -0.86 0.28
N -0.8788 0.7340 -0.1104 -0.44 1.53 0.65
O 1.5054 0.1333 -0.0682 0.29 0.45 -0.10
H -0.6798 1.7718 0.0692 -0.40 -2.22 -0.37
B 0.2140 -0.1324 -0.1554 -2.34 -1.95 -0.12
```
Positions in Å, forces in eV/Å.

The energy relative to the best compared isomer or geometry (same formula, charge and spin) is 73.9 kcal per mole. For the HOMO energy, the calculation gives -8.76 eV. The calculation puts the HOMO-LUMO gap at 9.25 eV. As for the maximum force: 3.04 eV Å⁻¹. Its multiplicity is 1. As for the net charge: 0.

---

Q: Look up the net charge of the fourth one.
A: 0

---

Q: Which value of maximum force does entry 6 give?
A: 3.04 eV Å⁻¹